[1]
{"formula": "C25H52Cl36NS", "method": "ωB97M-V with the def2-TZVPD basis set", "energy_ev": -489895.458, "charge": 1, "species": ["S", "C", "C", "C", "C", "C", "C", "C", "N", "H", "H", "H", "H", "H", "H", "H", "H", "H", "H", "H", "H", "H", "H", "H", "H", "C", "Cl", "Cl", "H", "H", "C", "Cl", "Cl", "H", "H", "C", "Cl", "Cl", "H", "H", "C", "Cl", "Cl", "H", "H", "C", "Cl", "Cl", "H", "H", "C", "Cl", "Cl", "H", "H", "C", "Cl", "Cl", "H", "H", "C", "Cl", "Cl", "H", "H", "C", "Cl", "Cl", "H", "H", "C", "Cl", "Cl", "H", "H", "C", "Cl", "Cl", "H", "H", "C", "Cl", "Cl", "H", "H", "C", "Cl", "Cl", "H", "H", "C", "Cl", "Cl", "H", "H", "C", "Cl", "Cl", "H", "H", "C", "Cl", "Cl", "H", "H", "C", "Cl", "Cl", "H", "H", "C", "Cl", "Cl", "H", "H"], "xyz": [[0.263863, -0.652725, 2.777392], [-0.911773, -0.846317, 1.378280], [-2.243551, -1.364542, 1.955384], [-3.116586, -2.112101, 0.915402], [-4.574159, -1.640154, 0.884921], [-4.892583, -0.144528, 0.789295], [-6.303878, -0.114222, 1.498597], [-5.914116, -0.887788, 2.764753], [-5.243355, -2.097273, 2.157425], [-0.284595, 0.346764, 3.499960], [-1.005980, 0.135469, 0.945634], [-0.438478, -1.557772, 0.702920], [-2.756946, -0.499026, 2.381547], [-1.970497, -2.054136, 2.752371], [-2.669660, -2.117690, -0.076964], [-3.139492, -3.164151, 1.230033], [-5.025044, -2.063075, -0.014228], [-4.890960, 0.225365, -0.229459], [-4.303459, 0.450882, 1.485700], [-6.545640, 0.937054, 1.611989], [-7.081854, -0.722477, 1.035101], [-6.777001, -1.243128, 3.320121], [-5.255913, -0.375835, 3.460578], [-4.587101, -2.458760, 2.848151], [-5.951525, -2.756551, 1.848337], [-0.229806, -2.730613, -2.281704], [1.090314, -2.394176, -1.151601], [-1.345479, -1.363037, -2.401769], [0.190243, -2.925165, -3.261870], [-0.774303, -3.597763, -1.931474], [-1.678011, -6.747356, -1.596101], [-2.779378, -5.383332, -1.317880], [0.012333, -6.230987, -1.538729], [-1.842540, -7.493103, -0.826780], [-1.885723, -7.168144, -2.571793], [2.278901, 0.997933, -3.502553], [3.907308, 0.366974, -3.776941], [1.497905, 1.481684, -5.014547], [1.680505, 0.223447, -3.035416], [2.347745, 1.862365, -2.848937], [6.465926, -2.791579, -3.745402], [7.403506, -3.138059, -2.286431], [5.616441, -4.228006, -4.329970], [5.736439, -2.022749, -3.518258], [7.139524, -2.447998, -4.519513], [-0.712316, -5.760219, 2.035668], [-1.050114, -4.699867, 3.410602], [-1.702278, -7.227091, 2.078849], [-0.930405, -5.221093, 1.120564], [0.333136, -6.044142, 2.060262], [-5.025318, -6.993591, -3.772334], [-6.544435, -7.516005, -4.500782], [-3.854425, -8.319077, -3.677389], [-4.601881, -6.199896, -4.376971], [-5.223163, -6.634833, -2.769337], [3.172336, 3.528758, 0.193404], [1.898187, 2.732320, -0.749312], [4.488977, 4.067536, -0.852331], [2.745871, 4.396068, 0.683661], [3.556335, 2.835666, 0.933291], [-1.417347, 4.349058, -1.225142], [-1.890936, 4.397518, -2.926923], [-2.812498, 4.032486, -0.181735], [-0.677639, 3.559909, -1.092349], [-0.991854, 5.308914, -0.951920], [-5.057426, -1.166238, 6.896036], [-6.205938, -2.095792, 5.920565], [-3.668851, -0.645920, 5.929632], [-5.561548, -0.290468, 7.286870], [-4.704917, -1.791491, 7.707567], [2.114597, 1.859896, 5.322371], [2.403436, 0.132996, 5.039831], [0.460198, 2.381872, 4.958312], [2.302310, 2.069932, 6.366014], [2.797940, 2.427643, 4.701537], [6.285399, 2.015217, 5.393201], [5.718711, 1.945672, 3.713630], [5.011339, 1.522056, 6.511049], [7.128721, 1.348676, 5.528049], [6.577054, 3.037981, 5.599957], [8.024529, 4.716591, -0.504323], [8.870472, 6.264322, -0.404509], [8.200984, 3.795240, 0.988580], [6.976346, 4.906061, -0.687400], [8.444781, 4.138264, -1.318866], [-9.863392, 0.686634, 2.039584], [-10.057513, -0.873013, 1.228781], [-9.132486, 0.499850, 3.639625], [-9.222148, 1.316490, 1.433952], [-10.838079, 1.145671, 2.153823], [-0.286093, 7.566250, -3.340479], [1.136662, 7.709300, -2.299715], [-1.296259, 9.015969, -3.269909], [0.041403, 7.417843, -4.362843], [-0.871054, 6.718117, -3.007230], [7.874875, -1.262665, -7.546539], [9.089374, -1.610286, -6.308506], [6.267717, -1.037502, -6.842751], [8.156913, -0.355148, -8.066819], [7.836496, -2.095334, -8.239288], [2.008057, 2.690677, 9.803125], [0.810918, 1.698724, 8.958779], [3.223624, 3.329225, 8.688874], [1.500202, 3.520973, 10.279138], [2.505795, 2.079380, 10.546390], [-3.144541, 10.920875, -6.060698], [-4.409740, 10.145935, -7.022620], [-1.776359, 11.420464, -7.060172], [-3.561545, 11.796549, -5.577362], [-2.790862, 10.213458, -5.320571], [8.475433, -6.253520, -6.127307], [10.115927, -6.865555, -6.363249], [7.727330, -5.777753, -7.657744], [7.873711, -7.032605, -5.674933], [8.515703, -5.387550, -5.476785]], "forces_ev_per_angstrom": [[0.5, -0.2, -0.3], [-0.2, 0.1, 1.7], [0.4, -0.1, -0.8], [-0.1, 0.0, 0.8], [1.7, 0.7, -1.2], [-1.5, -0.7, 1.0], [1.8, -0.1, 0.1], [-1.5, 0.2, -0.3], [-0.3, 0.9, -0.1], [-0.2, -0.2, -0.5], [-0.2, 0.1, -0.7], [-0.1, 0.2, 0.1], [-0.1, -0.2, 0.2], [-0.2, 0.1, 0.1], [-0.1, 0.3, -0.1], [0.0, -0.1, -0.3], [-0.5, -0.6, 0.5], [0.2, 0.1, 0.0], [0.5, 0.1, -0.6], [-0.6, -0.2, 0.4], [-0.1, 0.5, -0.5], [0.0, 0.1, 0.1], [0.3, -0.1, -0.2], [0.0, -0.6, -0.3], [0.0, -0.4, 0.7], [0.1, -0.1, 0.0], [0.1, -0.1, -0.2], [-0.1, 0.1, -0.1], [0.0, 0.1, 0.0], [0.0, 0.1, 0.1], [0.2, -0.3, -0.1], [-0.1, 0.0, 0.0], [0.0, 0.0, 0.1], [0.0, 0.1, 0.1], [0.0, 0.2, 0.0], [-0.1, 0.1, 0.0], [0.0, 0.0, 0.0], [0.0, 0.0, 0.0], [0.0, -0.1, 0.0], [0.1, -0.2, -0.4], [0.0, 0.1, 0.0], [0.0, 0.0, 0.0], [0.0, 0.0, -0.1], [-0.1, -0.1, 0.1], [0.1, -0.1, 0.0], [0.0, 0.0, -0.1], [0.0, 0.1, 0.0], [0.0, 0.0, -0.1], [-0.1, 0.0, 0.0], [0.0, 0.0, 0.1], [-0.1, 0.1, 0.0], [0.0, 0.1, 0.0], [-0.1, -0.1, 0.0], [0.0, -0.1, -0.1], [0.0, -0.1, 0.0], [0.1, 0.2, 0.1], [-0.1, 0.1, 0.5], [-0.1, -0.1, 0.0], [0.0, 0.0, -0.1], [0.0, -0.1, -0.1], [0.2, -0.1, 0.0], [0.0, -0.1, 0.0], [0.1, 0.0, 0.1], [-0.3, 0.1, 0.0], [-0.1, 0.0, 0.0], [0.1, 0.1, 0.1], [-0.1, -0.1, 0.1], [0.0, 0.0, 0.0], [0.0, 0.0, -0.1], [0.0, -0.1, -0.1], [0.2, 0.0, 0.1], [-0.3, 0.2, 0.1], [-0.1, 0.0, 0.0], [-0.1, 0.0, 0.1], [-0.1, -0.1, -0.1], [0.0, 0.0, 0.0], [0.1, 0.0, 0.0], [0.4, 0.1, 0.2], [0.0, -0.1, -0.2], [-0.1, 0.0, 0.1], [0.1, 0.0, -0.1], [0.0, 0.0, -0.1], [-0.1, -0.1, 0.1], [0.0, 0.1, 0.1], [0.1, 0.0, 0.0], [0.0, 0.1, -0.1], [0.0, 0.0, 0.0], [0.0, 0.1, 0.0], [0.0, 0.0, 0.0], [0.0, -0.1, 0.1], [0.0, 0.0, 0.0], [0.0, -0.1, 0.0], [0.0, 0.0, 0.0], [0.0, 0.1, 0.0], [0.0, 0.1, 0.0], [0.0, 0.0, -0.1], [0.0, 0.0, 0.0], [0.0, 0.0, -0.1], [0.0, 0.1, 0.1], [0.0, -0.1, 0.1], [0.0, 0.1, 0.1], [0.0, 0.0, 0.0], [-0.1, 0.1, 0.1], [0.0, 0.0, -0.1], [0.0, -0.1, -0.1], [0.0, 0.0, 0.1], [0.0, 0.0, 0.1], [0.0, 0.0, 0.1], [0.0, 0.0, -0.1], [0.0, -0.1, -0.1], [0.0, 0.0, 0.1], [0.0, 0.0, 0.0], [-0.1, 0.1, 0.0], [0.0, 0.0, -0.1], [0.0, 0.0, -0.1]]}



[2]
{"formula": "C25H34BN9O3PW", "method": "ωB97M-V with the def2-TZVPD basis set", "multiplicity": 4, "e_above_lowest_kcal_mol": 0.0, "energy_ev": -57809.068, "charge": 2, "species": ["W", "C", "C", "C", "C", "N", "N", "B", "N", "C", "C", "C", "C", "N", "N", "C", "C", "C", "C", "N", "N", "C", "C", "C", "C", "N", "H", "H", "H", "H", "H", "H", "H", "H", "H", "H", "H", "H", "H", "H", "H", "H", "H", "H", "H", "H", "C", "O", "P", "O", "C", "O", "C", "H", "H", "H", "H", "H", "H", "H", "H", "H", "N", "C", "C", "C", "C", "C", "C", "H", "H", "H", "H", "H"], "xyz": [[-0.424910, 0.020346, -0.810326], [-0.287975, 3.352202, -1.058136], [0.394371, 2.857053, 0.167389], [1.144227, 3.434073, 1.194973], [1.572252, 2.376262, 1.980984], [1.109964, 1.226816, 1.477023], [0.331550, 1.529088, 0.376026], [1.603342, -0.223843, 1.819533], [2.213524, -0.768633, 0.422702], [3.411540, -1.383934, 0.248386], [3.708308, -1.377612, -1.100157], [2.612720, -0.741057, -1.720934], [2.562421, -0.390471, -3.145793], [1.721040, -0.419787, -0.792411], [0.322435, -1.014470, 2.128593], [0.132921, -2.020463, 3.000207], [-0.595337, -3.012137, 2.348382], [-0.808113, -2.552274, 1.074571], [-1.368112, -3.242586, -0.122065], [-0.342858, -1.281996, 0.947990], [2.647177, -0.094407, 2.834492], [3.862203, 0.385125, 2.557267], [4.453136, 0.641439, 3.763177], [3.536367, 0.246560, 4.744364], [3.597298, 0.476587, 6.232771], [2.432417, -0.148425, 4.151963], [0.467969, 3.803773, -1.705163], [-1.048619, 4.109352, -0.875956], [-0.798539, 2.527040, -1.517674], [1.316602, 4.481284, 1.394929], [2.214515, 2.413683, 2.879892], [3.929822, -1.807080, 1.051769], [4.574467, -1.823480, -1.583342], [3.466613, 0.180078, -3.448139], [1.697746, 0.180918, -3.458760], [2.645424, -1.275051, -3.770788], [0.495112, -2.034604, 4.020923], [-0.867355, -3.998800, 2.766573], [-2.327878, -2.809661, -0.356359], [-1.539847, -4.289104, 0.061395], [-0.745875, -3.135341, -1.032350], [4.307685, 0.557467, 1.573306], [5.438850, 0.991914, 3.899173], [2.716187, 0.205096, 6.838980], [3.864400, 1.543144, 6.406036], [4.401784, -0.113028, 6.722384], [-2.035890, 2.030891, 2.241477], [-2.668883, 2.255521, 0.899708], [-2.775603, 0.986584, -0.123284], [-3.728236, -0.112837, 0.565415], [-5.069452, 0.177240, 1.056614], [-3.677959, 1.439313, -1.287737], [-3.253520, 2.280195, -2.344690], [-1.193377, 2.650545, 2.279340], [-1.732425, 0.968978, 2.334338], [-2.738625, 2.331115, 3.006415], [-5.014669, 0.386602, 2.132229], [-5.656458, -0.723208, 0.905077], [-5.487979, 1.037491, 0.567059], [-4.131381, 2.559094, -2.877057], [-2.512003, 1.770531, -2.947073], [-2.837462, 3.220968, -1.967258], [-0.828736, -0.587483, -2.473196], [-1.120126, -1.100098, -3.641168], [-2.462983, -0.944196, -4.026733], [-2.923387, -1.520562, -5.192424], [-2.062608, -2.331353, -5.929773], [-0.712899, -2.530064, -5.539167], [-0.255161, -1.970361, -4.385444], [-3.060028, -0.366079, -3.328971], [-3.982331, -1.323103, -5.542648], [-2.393405, -2.790023, -6.855944], [-0.119296, -3.130073, -6.179177], [0.683935, -2.246675, -3.933700]], "forces_ev_per_angstrom": [[0.2, -1.5, 1.1], [0.5, 1.1, 0.5], [-0.2, -0.2, 0.5], [-0.4, 0.2, -0.3], [0.5, 0.0, 0.5], [-0.2, 0.9, -0.4], [1.1, 0.2, 1.2], [-0.8, 0.6, -1.1], [0.8, -0.5, 1.1], [-1.3, 0.6, -1.4], [-0.2, -0.2, 0.0], [1.4, -0.5, 0.4], [0.6, 0.3, -1.1], [-0.9, 0.4, 0.2], [0.1, 0.2, 0.2], [-0.4, -0.5, -0.6], [0.1, -1.0, 1.2], [-0.2, 0.7, -1.4], [-0.1, 0.3, -0.3], [0.3, -0.5, 0.5], [-0.4, -0.9, -1.0], [1.9, 0.8, 0.2], [0.5, -0.3, -0.3], [-0.8, 0.7, 0.8], [0.9, -0.1, 0.7], [-1.2, -0.7, 0.8], [-0.2, -0.2, -0.3], [0.1, 0.1, 0.3], [0.0, -0.3, -0.6], [0.1, -0.1, -0.2], [-0.5, -0.2, -0.7], [0.7, -0.3, 1.0], [-0.3, 0.3, 0.1], [-0.5, -0.1, 0.5], [-0.2, 0.1, 0.1], [-0.2, -0.2, 0.0], [0.3, 0.4, -0.3], [0.1, 0.9, -0.4], [-0.5, 0.2, -0.2], [0.1, -0.4, 0.1], [0.0, 0.0, 0.6], [-0.6, -0.1, 0.4], [0.8, 0.4, 0.2], [0.0, 0.3, -0.9], [-0.3, -0.7, 0.0], [-0.2, 0.3, -0.6], [-1.1, -1.3, -1.1], [0.0, -1.2, -0.3], [0.2, -1.0, 2.9], [1.0, 0.6, -0.4], [0.4, -0.1, 0.8], [-0.8, 0.5, -0.5], [0.5, 1.1, 0.2], [1.2, 0.9, 0.0], [-0.3, 0.6, 0.1], [-0.3, -0.1, 0.0], [0.1, -0.1, -0.3], [0.0, 0.1, -0.2], [-0.2, 0.2, -0.4], [-0.6, -0.1, -0.7], [0.0, 0.0, -0.3], [0.0, -0.3, 0.0], [0.6, 0.3, -0.4], [-0.1, -1.1, 0.3], [-1.1, 0.1, -1.0], [-1.6, 0.7, 0.3], [0.5, 0.3, -0.5], [-0.9, 0.5, 0.4], [0.1, -0.1, 0.2], [-0.3, 0.0, -0.4], [1.4, -0.5, 0.5], [-0.1, 0.0, 0.1], [0.7, -0.6, -0.2], [0.3, 0.2, -0.2]]}



[3]
{"formula": "C7H6N2O4Ru", "method": "ωB97M-V with the def2-TZVPD basis set", "multiplicity": 6, "e_above_lowest_kcal_mol": 42.8, "energy_ev": -21065.815, "charge": 3, "species": ["O", "C", "Ru", "O", "C", "C", "O", "C", "O", "C", "N", "C", "C", "N", "H", "H", "H", "H", "H", "H"], "xyz": [[0.098441, -2.947570, -2.420790], [0.087749, -1.791569, -2.419792], [0.069741, 0.077739, -2.359766], [-2.535039, 0.050814, -3.920474], [-1.528218, 0.061873, -3.346863], [1.661190, 0.094584, -3.348577], [2.668297, 0.103228, -3.920418], [0.047715, 1.943459, -2.410229], [0.035370, 3.097848, -2.419569], [-1.090696, 0.677191, 2.879482], [-0.106675, -0.145408, 2.078525], [1.052218, -0.724874, 2.859496], [-0.184522, -0.243723, 0.829982], [-0.280552, -0.274366, -0.327247], [-0.858655, 0.695617, 3.941654], [-2.084708, 0.242474, 2.728323], [-1.065709, 1.697079, 2.489164], [1.051024, -1.807972, 2.699572], [1.973183, -0.290672, 2.462835], [0.989844, -0.515750, 3.924692]], "forces_ev_per_angstrom": [[0.0, 4.1, -0.7], [0.1, -11.2, 1.2], [-0.1, 1.2, -0.4], [4.0, 0.1, 2.4], [-8.3, -0.2, -4.9], [9.0, -0.1, -4.9], [-4.1, 0.0, 2.4], [-0.2, 10.1, 1.6], [0.1, -3.8, -0.7], [-0.2, -0.2, -0.5], [0.8, 0.8, 6.2], [-0.1, -0.2, -0.5], [-0.5, -0.3, -3.5], [-0.3, -0.3, 3.5], [0.4, -0.3, -0.2], [-0.1, 0.1, -0.2], [-0.1, 0.1, -0.2], [0.1, -0.1, -0.2], [0.1, 0.0, -0.2], [-0.5, 0.2, -0.1]]}